A molecular structure, C26H20P2S5Sc, computed with ωB97M-V/def2-TZVPD.

Calculated values
Net charge ... -1
HOMO-LUMO gap ... 6.209 eV

Geometry as XYZ:
```
54
Properties=species:S:1:pos:R:3:nbo_charge:R:1
Sc 11.44189 8.85017 10.75440 1.22
S 13.89319 9.45769 10.07136 -0.61
P 13.17291 11.42871 10.51543 1.49
C 11.50155 11.05919 10.61685 -1.65
P 9.99040 11.34801 9.86224 1.46
S 9.10593 9.40785 9.81025 -0.62
C 10.07448 11.98872 8.17421 -0.31
C 9.57156 13.25060 7.85651 -0.22
C 9.29884 13.50286 6.53141 -0.22
C 9.67315 12.63612 5.55106 -0.21
C 10.25743 11.36401 5.86718 -0.21
C 10.40472 11.04504 7.22079 -0.19
C 8.83018 12.32876 10.83610 -0.43
C 9.06151 12.58043 12.20097 -0.10
C 8.14278 13.31979 12.91695 -0.24
C 6.98339 13.71240 12.27829 -0.21
C 6.79383 13.54681 10.92131 -0.22
C 7.67331 12.74774 10.19127 -0.18
C 13.75429 12.72536 9.45985 -0.43
C 13.83738 13.98789 10.07136 -0.17
C 14.37468 15.03187 9.26633 -0.22
C 14.74281 14.80649 7.96365 -0.22
C 14.60168 13.55277 7.35400 -0.20
C 14.00010 12.55274 8.12723 -0.18
C 13.74567 11.81949 12.19392 -0.40
C 12.85928 11.95024 13.25849 -0.17
C 13.35485 12.25162 14.52168 -0.21
C 14.77840 12.21968 14.72773 -0.20
C 15.65309 11.94099 13.68897 -0.22
C 15.12939 11.88493 12.36915 -0.18
H 9.42020 13.94827 8.68890 0.23
H 8.83852 14.43822 6.22603 0.21
H 9.53926 12.87819 4.47975 0.21
H 10.61391 10.71583 5.05083 0.22
H 10.77601 10.07730 7.56458 0.24
H 9.96764 12.12470 12.62650 0.23
H 8.37105 13.67117 13.94410 0.22
H 6.15846 14.12669 12.89488 0.21
H 5.95434 14.08577 10.41025 0.21
H 7.42138 12.48462 9.15168 0.23
H 13.64405 13.96232 11.14460 0.24
H 14.54576 16.03984 9.72735 0.21
H 15.29523 15.61836 7.42218 0.21
H 14.87250 13.31708 6.30341 0.22
H 13.89434 11.49657 7.79792 0.24
H 11.81476 11.71991 13.05746 0.24
H 12.62773 12.41330 15.32234 0.22
H 15.19808 12.52020 15.69991 0.21
H 16.71867 11.76494 13.87550 0.21
H 15.76802 11.59875 11.54328 0.22
S 11.64150 5.57011 13.92244 -0.20
C 11.72667 6.80392 12.78901 -0.49
S 11.40964 8.50299 13.19835 -0.26
S 12.06060 6.27190 11.17360 -0.23
```

***

A molecular structure, C26H21BCl3N11O2STa, computed with ωB97M-V/def2-TZVPD.

Calculated values
Net charge ... +2
HOMO-LUMO gap (alpha / beta) ... 7.168 / 4.889 eV
<S²> ... 0.77
Spin multiplicity ... 2

Geometry as XYZ:
```
66
Properties=species:S:1:pos:R:3:nbo_charge:R:1
Ta -0.71054 -0.55501 -0.04079 2.18
N -5.02908 -0.86852 -1.48274 -0.77
C -3.73101 -1.02411 -1.19339 0.30
S -3.15590 -0.43216 0.32894 -0.08
N -2.95393 -1.60095 -2.05887 -0.42
N -1.62760 -1.72282 -1.63585 -0.41
C -1.02930 -2.63768 -2.36408 0.20
C 0.20268 -3.29006 -2.11725 -0.15
C 0.70165 -4.26056 -3.00565 -0.13
C 1.81146 -4.99161 -2.65554 -0.22
C 2.42258 -4.79125 -1.41396 -0.12
C 1.95050 -3.85345 -0.51234 -0.26
C 0.84582 -3.09289 -0.87960 0.34
O 0.35527 -2.14343 -0.09022 -0.76
H -5.66360 -0.47161 -0.81285 0.42
H -5.39968 -1.28296 -2.32305 0.42
H -1.61554 -2.99933 -3.20456 0.24
H 0.20590 -4.42960 -3.95255 0.24
H 2.20697 -5.73474 -3.33283 0.25
H 3.28820 -5.38469 -1.15155 0.24
H 2.43135 -3.69388 0.44232 0.24
C -1.85310 2.34051 -3.29496 -0.31
C -1.98311 1.12901 -2.64186 0.01
N -1.25823 1.11060 -1.50992 -0.39
N -0.66039 2.33529 -1.43627 -0.34
C -0.99406 3.07179 -2.50274 0.04
B 0.42240 2.63547 -0.39054 0.93
N -0.17451 2.32684 1.01297 -0.31
C -0.23636 3.13584 2.07072 0.06
C -1.00017 2.52179 3.05254 -0.31
C -1.37208 1.31320 2.50316 0.02
N -0.85781 1.18500 1.26259 -0.44
N 1.53644 1.59718 -0.68410 -0.32
C 2.78140 1.75072 -1.13972 0.07
C 3.23843 0.53033 -1.61481 -0.32
C 2.19050 -0.34086 -1.41066 0.03
N 1.14317 0.29703 -0.85060 -0.45
N 0.87762 4.06050 -0.41036 -0.41
C 0.11120 5.18990 -0.40317 -0.05
C 0.91525 6.24390 -0.06364 -0.32
C 2.18616 5.66690 0.12877 -0.02
N 2.15254 4.36341 -0.05228 -0.30
H -2.31250 2.64005 -4.21864 0.26
H -2.55503 0.27738 -2.95798 0.25
H -0.58804 4.05899 -2.63295 0.25
H 0.24859 4.09723 2.04882 0.26
H -1.26625 2.91638 4.01587 0.26
H -2.00345 0.54640 2.91695 0.24
H 3.24471 2.72011 -1.07869 0.29
H 4.19700 0.31297 -2.04830 0.26
H 2.15488 -1.38593 -1.65011 0.23
H -0.94461 5.15769 -0.61374 0.23
H 0.63370 7.27809 0.01762 0.25
H 3.11131 6.14849 0.39896 0.23
Cl 1.77971 -3.49341 6.40723 0.20
C 0.95606 -2.86150 5.07261 0.06
C 1.64330 -1.98774 4.20299 -0.21
C 0.99162 -1.47909 3.12047 -0.09
Cl 1.75006 -0.39306 2.04366 0.17
C -0.37655 -1.81723 2.84868 0.49
O -1.01960 -1.36529 1.85331 -0.66
C -1.04713 -2.69626 3.78076 -0.05
Cl -2.67468 -3.06498 3.47009 0.15
C -0.38459 -3.20825 4.86198 -0.25
H 2.67127 -1.73090 4.41706 0.27
H -0.88129 -3.87315 5.55465 0.28
```

***

A molecular structure, C26H21BrIN2O4Ru, computed with ωB97M-V/def2-TZVPD.

Calculated values
HOMO-LUMO gap (alpha / beta) ... 6.927 / 6.833 eV
<S²> ... 0.76
Spin multiplicity ... 2

Geometry as XYZ:
```
56
Properties=species:S:1:pos:R:3:nbo_charge:R:1
Ru 0.07872 0.86472 -0.31454 0.54
C -0.18602 -3.27563 -1.99989 -0.65
C -0.92722 -3.10321 -0.71338 0.20
N -1.35044 -4.16421 -0.06286 -0.40
C -2.00189 -3.99984 1.09904 -0.01
C -2.27206 -2.77964 1.66978 -0.05
C -2.97540 -2.72082 2.99668 -0.09
O -4.21244 -2.01271 2.95313 -0.72
C -1.82598 -1.61726 0.98988 -0.18
C -2.05838 -0.32218 1.60849 0.19
N -1.40807 0.76720 1.36231 -0.50
C -1.59689 1.84936 2.28518 0.20
C -2.15890 1.66520 3.55425 -0.23
C -2.30320 2.72750 4.42690 -0.19
C -1.86344 3.99407 4.07392 -0.20
C -1.24941 4.18648 2.84893 -0.22
C -1.11124 3.12210 1.97119 -0.22
I -0.07829 3.42375 0.19433 0.49
C -1.13614 -1.78143 -0.21884 0.35
O -0.71604 -0.78594 -0.95312 -0.66
H -0.19744 -4.32257 -2.29057 0.23
H 0.84521 -2.93408 -1.88638 0.24
H -0.62389 -2.65876 -2.78522 0.23
H -2.30894 -4.91339 1.59629 0.19
H -2.37003 -2.19883 3.74131 0.19
H -3.12530 -3.74120 3.36401 0.18
H -4.76780 -2.42404 2.28230 0.47
H -2.82572 -0.34096 2.37124 0.20
H -2.46457 0.68614 3.88847 0.22
H -2.74294 2.55415 5.39903 0.22
H -1.96803 4.82229 4.76049 0.22
H -0.86410 5.16028 2.57852 0.22
Br -1.02941 1.89008 -2.72802 0.11
C 0.42559 1.25031 -3.77150 0.07
C 0.33738 1.44646 -5.11711 -0.29
C 1.36632 0.96513 -5.94757 -0.22
C 2.41000 0.29081 -5.39165 -0.17
C 2.49388 0.07550 -3.99233 -0.05
C 3.56343 -0.68182 -3.46927 -0.22
C 3.61376 -0.92298 -2.12963 -0.22
C 2.64065 -0.38335 -1.26979 -0.21
C 1.58073 0.40106 -1.68656 -0.15
C 1.49655 0.59037 -3.11169 -0.18
H -0.51594 1.95572 -5.54139 0.22
H 1.30775 1.12006 -7.01623 0.22
H 3.19969 -0.11029 -6.01469 0.21
H 4.31100 -1.07216 -4.14791 0.21
H 4.40883 -1.52627 -1.70963 0.21
H 2.76092 -0.62825 -0.22144 0.19
C 3.53398 1.70852 1.94107 -0.27
O 2.53537 1.76427 0.91651 -0.54
C 1.52604 0.88426 1.04954 0.69
O 1.43710 0.14583 2.00617 -0.65
H 4.24869 2.48898 1.69537 0.19
H 4.02181 0.73394 1.94568 0.19
H 3.09218 1.88727 2.92122 0.19
```

***

A molecular structure, C26H21ClIMnN6O2S, computed with ωB97M-V/def2-TZVPD.

Calculated values
Net charge ... -1
HOMO-LUMO gap (alpha / beta) ... 6.776 / 7.354 eV
<S²> ... 8.76
Spin multiplicity ... 6

Geometry as XYZ:
```
59
Properties=species:S:1:pos:R:3:nbo_charge:R:1
Mn 0.91678 1.09665 1.00226 1.51
N 0.91077 -1.23433 1.18308 -0.87
C 1.74361 -1.52176 2.29473 0.16
C 2.91650 -2.24397 2.11518 -0.23
C 3.76709 -2.48921 3.18048 -0.20
C 3.43526 -2.02424 4.44369 -0.24
C 2.26845 -1.29467 4.61692 -0.19
C 1.41037 -1.01173 3.55675 -0.08
C 0.21294 -0.14436 3.78377 -0.01
C -0.60588 -0.43979 4.87687 -0.25
C -1.68702 0.37016 5.19198 -0.25
C -1.94172 1.48565 4.40726 -0.24
C -1.12685 1.75949 3.31353 -0.24
C -0.02834 0.96825 2.94726 -0.54
H 1.25782 -1.56344 0.28695 0.42
H -0.04709 -1.52903 1.31673 0.38
H 3.16520 -2.59701 1.12101 0.21
H 4.68997 -3.03102 3.01836 0.21
H 4.09319 -2.20297 5.28475 0.20
H 2.02694 -0.88963 5.59260 0.21
H -0.39668 -1.31714 5.48102 0.20
H -2.32145 0.13129 6.03769 0.20
H -2.77919 2.13477 4.64132 0.19
H -1.36922 2.63283 2.71186 0.19
Cl -3.78746 2.00448 -4.35114 -0.04
C -2.46325 2.15473 -3.21859 -0.11
C -1.46992 3.06151 -3.45828 -0.22
C -0.39315 3.20219 -2.57366 -0.30
I 1.15210 4.51601 -3.04326 0.12
C -0.26197 2.43886 -1.40924 0.43
O 0.70269 2.51758 -0.58476 -0.82
C -1.33807 1.48196 -1.18219 0.05
N -1.21455 0.74525 -0.05637 -0.46
C -2.15849 -0.10216 0.26341 0.07
C -3.29023 -0.31261 -0.54395 -0.25
C -3.42069 0.39739 -1.70283 -0.16
C -2.43365 1.34044 -2.05976 -0.03
H -1.50982 3.66971 -4.35206 0.23
H -2.03865 -0.63267 1.20318 0.20
H -4.04011 -1.03060 -0.24021 0.22
H -4.27748 0.25710 -2.34897 0.22
O 5.25045 0.61627 1.36424 -0.64
C 4.11723 0.77059 1.02679 0.78
N 2.99420 0.93268 0.66686 -0.98
C -1.34925 -2.06861 -5.56316 -0.60
C -1.67374 -1.47378 -4.19444 -0.45
C -0.45991 -1.02384 -3.44865 0.04
N -0.09446 -1.50074 -2.31033 -0.27
N 1.03864 -0.92096 -1.80045 -0.40
C 1.51392 0.01760 -2.57119 0.25
N 2.62487 0.74527 -2.29597 -0.82
S 0.60403 0.21546 -4.04194 0.31
H -2.25988 -2.40324 -6.06177 0.21
H -0.67661 -2.92151 -5.46483 0.21
H -0.86622 -1.33332 -6.20866 0.21
H -2.16938 -2.20777 -3.55791 0.23
H -2.35588 -0.62663 -4.31078 0.22
H 2.86443 0.74873 -1.29622 0.44
H 2.62883 1.67989 -2.67892 0.40
```

***

- Which formula does entry 3 have?
  C26H21BrIN2O4Ru

***

- Number 2 is which compound?
  C26H21BCl3N11O2STa

***

- Number 3 is which compound?
  C26H21BrIN2O4Ru